{
  "formula": "C34H37N3O4RuSi",
  "method": "ωB97M-V with the def2-TZVPD basis set",
  "symbols": ["Ru", "C", "C", "C", "C", "C", "C", "C", "C", "C", "C", "H", "H", "H", "H", "H", "H", "H", "H", "H", "H", "H", "H", "H", "H", "H", "O", "C", "O", "C", "C", "C", "N", "C", "C", "C", "O", "O", "H", "H", "H", "C", "C", "C", "C", "C", "C", "Si", "C", "C", "C", "C", "C", "C", "H", "H", "H", "H", "H", "H", "H", "H", "H", "H", "H", "C", "C", "C", "C", "N", "N", "C", "H", "H", "H", "H", "H", "H", "H", "H"],
  "positions_angstrom": [[0.061781, -0.065178, 0.072039], [-1.715115, -1.882861, -0.041601], [-1.057953, -2.034205, -1.294999], [-1.407376, -0.920753, -2.102443], [-2.285146, -0.094012, -1.364488], [-2.479787, -0.683389, -0.089437], [-3.444157, -0.237956, 0.961350], [-2.984001, 1.106187, -1.919325], [-1.029011, -0.702937, -3.535192], [-0.357291, -3.253451, -1.814272], [-1.817612, -2.883158, 1.071358], [-2.909848, 0.065870, 1.862432], [-4.128353, -1.049297, 1.225965], [-4.032045, 0.610373, 0.613457], [-2.323274, 1.668447, -2.576874], [-3.315881, 1.777919, -1.128960], [-3.857687, 0.801953, -2.505033], [-0.586284, 0.287238, -3.675374], [-1.912639, -0.761518, -4.177027], [-0.312816, -1.452686, -3.871926], [0.623366, -3.011579, -2.229828], [-0.952439, -3.709839, -2.610024], [-0.216716, -3.999633, -1.032990], [-1.437298, -2.472557, 2.009714], [-1.271599, -3.798686, 0.845033], [-2.864808, -3.149070, 1.236343], [5.445512, 0.676191, 5.217232], [4.378622, 1.319049, 5.231111], [3.942699, 2.200752, 5.987328], [3.448786, 1.000866, 4.004444], [3.969994, 0.455195, 2.838470], [3.115291, 0.157214, 1.795096], [1.794203, 0.331141, 1.862899], [1.291127, 0.873905, 2.973615], [2.082005, 1.235458, 4.055818], [-0.213735, 1.115789, 2.988984], [-0.703850, 1.766768, 3.899198], [-0.851778, 0.607747, 1.994977], [5.032028, 0.267542, 2.757052], [3.507897, -0.236830, 0.862708], [1.624452, 1.700023, 4.916809], [4.527079, 3.533774, 0.887838], [3.290896, 3.683746, 1.502929], [2.140259, 3.250028, 0.864271], [2.189935, 2.650442, -0.396634], [3.442101, 2.516281, -0.998234], [4.599477, 2.954047, -0.370114], [0.631969, 1.937271, -1.231273], [-0.635808, 3.349063, -1.285646], [-1.334844, 3.734019, -0.138785], [-2.271124, 4.756583, -0.180984], [-2.545571, 5.400833, -1.379759], [-1.875920, 5.018994, -2.533771], [-0.929852, 4.005918, -2.481663], [5.427374, 3.857412, 1.394462], [3.227054, 4.119770, 2.492214], [1.187850, 3.363881, 1.370780], [3.509866, 2.072801, -1.989196], [5.557657, 2.845662, -0.865987], [1.113354, 1.939606, -2.677415], [-1.168653, 3.209896, 0.797757], [-2.793012, 5.047432, 0.722516], [-3.285305, 6.191352, -1.415505], [-2.087507, 5.511834, -3.475543], [-0.403887, 3.717563, -3.386107], [4.851357, -1.212002, -2.862372], [3.856148, -1.566709, -1.811357], [3.845008, -2.549727, -0.844872], [2.632961, -2.388602, -0.144897], [1.944085, -1.389759, -0.672102], [2.689394, -0.907131, -1.679801], [2.108200, -3.138857, 1.031027], [5.657861, -1.940755, -2.875563], [5.280548, -0.225596, -2.677835], [4.377047, -1.198177, -3.844895], [4.618914, -3.271149, -0.643018], [2.368437, -0.091461, -2.180454], [2.650621, -4.071195, 1.172077], [1.047612, -3.351863, 0.890059], [2.207255, -2.535658, 1.936279]],
  "atomic_forces_ev_per_a": [[-0.52, -0.99, 1.31], [0.06, 0.14, 0.04], [-0.04, 0.12, -0.14], [0.02, -0.04, 0.04], [0.01, -0.02, -0.01], [0.05, 0.09, -0.06], [0.12, -0.02, 0.03], [0.06, -0.12, 0.09], [0.01, 0.05, 0.21], [0.07, 0.17, 0.10], [0.11, 0.17, -0.03], [-0.07, 0.02, 0.00], [-0.04, 0.00, -0.05], [-0.04, -0.01, 0.02], [-0.06, 0.05, -0.04], [0.00, 0.05, -0.05], [-0.02, 0.02, 0.01], [0.02, -0.03, -0.08], [0.04, 0.00, -0.06], [0.02, 0.02, -0.04], [0.00, -0.06, 0.00], [0.02, -0.05, 0.01], [0.04, -0.02, -0.02], [-0.01, -0.04, 0.03], [0.01, -0.01, 0.03], [0.01, -0.04, 0.02], [-0.03, 0.02, 0.22], [-0.05, 0.18, -0.83], [0.02, -0.16, 0.17], [0.19, -0.02, 0.60], [-0.15, -0.02, -0.10], [0.20, 0.01, -0.10], [-0.26, -0.22, -0.36], [-0.12, 0.09, 0.27], [-0.13, -0.02, -0.30], [0.63, 0.19, 0.37], [-0.08, -0.17, -0.22], [-0.14, -0.27, -0.94], [0.00, 0.00, 0.08], [-0.04, 0.05, 0.06], [0.06, -0.01, 0.05], [0.02, -0.02, -0.03], [-0.02, 0.04, 0.04], [0.00, 0.01, -0.02], [-0.12, -0.11, -0.10], [-0.11, -0.04, -0.05], [0.09, 0.02, 0.02], [0.46, 1.47, -0.58], [-0.01, -0.25, 0.04], [0.01, -0.09, 0.03], [-0.03, 0.05, 0.02], [-0.03, -0.01, 0.00], [-0.01, 0.03, -0.03], [0.12, 0.03, 0.02], [0.00, 0.00, 0.00], [0.00, -0.02, 0.00], [0.00, 0.01, 0.02], [0.04, 0.03, 0.00], [0.01, -0.01, 0.03], [-0.12, -0.36, 0.15], [-0.01, 0.01, 0.02], [0.00, -0.02, 0.00], [0.01, 0.01, 0.00], [-0.01, 0.01, 0.01], [-0.02, 0.03, -0.01], [-0.08, 0.06, 0.03], [-0.06, -0.11, -0.04], [0.06, 0.03, 0.09], [-0.01, -0.09, -0.14], [-0.29, 0.12, 0.16], [0.10, 0.01, 0.00], [-0.05, 0.12, -0.01], [0.00, 0.00, 0.00], [0.01, -0.01, 0.01], [0.06, 0.00, -0.03], [0.00, 0.01, -0.03], [-0.03, 0.01, -0.02], [-0.01, -0.02, -0.01], [0.03, -0.04, 0.05], [0.02, -0.02, 0.00]],
  "mulliken_spin": [3.88, 0.12, 0.22, 0.04, 0.11, 0.18, 0.00, -0.01, 0.02, 0.00, 0.00, 0.00, 0.00, 0.00, 0.01, 0.00, 0.01, 0.00, 0.01, 0.00, 0.01, 0.01, 0.00, 0.00, 0.00, 0.00, 0.00, 0.00, 0.00, 0.00, 0.00, 0.00, 0.02, 0.02, 0.00, 0.02, 0.03, 0.12, 0.00, 0.00, 0.00, 0.02, -0.01, 0.01, 0.07, 0.02, -0.01, -0.10, 0.00, 0.04, 0.00, 0.01, 0.00, 0.01, 0.00, 0.00, 0.00, 0.00, 0.00, 0.04, 0.01, 0.00, 0.00, 0.00, 0.00, 0.00, 0.00, 0.00, 0.00, 0.01, 0.01, 0.03, 0.00, 0.00, 0.00, 0.00, 0.00, 0.00, -0.01, 0.00],
  "gap_ev": [6.52, 6.22],
  "multiplicity": 6,
  "homo_ev": [-4.5, -5.1],
  "total_energy_ha": -2167.46406,
  "charge": -1
}

=====

{
  "formula": "C26H30IN6O6S2Zr",
  "method": "ωB97M-V with the def2-TZVPD basis set",
  "symbols": ["Zr", "O", "S", "O", "O", "O", "N", "C", "N", "C", "N", "N", "C", "N", "C", "C", "C", "C", "C", "N", "H", "H", "H", "H", "H", "H", "H", "H", "C", "C", "C", "C", "C", "C", "C", "O", "C", "C", "C", "H", "H", "H", "H", "H", "H", "H", "H", "H", "H", "H", "H", "I", "C", "C", "C", "C", "C", "C", "C", "S", "C", "O", "H", "H", "H", "H", "H", "H", "H", "H", "H", "H"],
  "positions_angstrom": [[1.029162, 0.374634, -1.609593], [3.989161, 1.402142, 0.597321], [2.617652, 1.673967, 0.326029], [1.980223, 2.748527, 1.035746], [1.765652, 0.391734, 0.423205], [2.398201, 1.894476, -1.216564], [0.834850, 3.544499, -3.047310], [-0.213886, 2.846008, -3.481038], [-1.040803, 3.444870, -4.330353], [-2.104685, 2.740885, -4.703268], [-2.939791, 3.284763, -5.586903], [-2.419811, 1.505045, -4.241336], [-1.540121, 0.995603, -3.420955], [-0.404197, 1.575746, -3.017758], [-1.830374, -0.358488, -2.868634], [-3.010143, -1.009430, -3.175984], [-3.247875, -2.254561, -2.614220], [-2.294334, -2.803851, -1.773702], [-1.132005, -2.095265, -1.530607], [-0.899528, -0.891727, -2.062616], [0.998558, 4.433937, -3.488377], [1.574914, 3.135960, -2.492312], [-2.733201, 4.190673, -5.968555], [-3.742156, 2.767804, -5.897457], [-3.711667, -0.531009, -3.841807], [-4.163483, -2.786762, -2.833431], [-2.437811, -3.770912, -1.313939], [-0.353125, -2.497420, -0.897516], [-3.493827, 2.154539, 5.375446], [-2.768298, 2.189318, 4.065456], [-2.154279, 3.353091, 3.617777], [-1.472339, 3.397300, 2.413847], [-0.802020, 4.682951, 2.011225], [-1.409135, 2.220808, 1.627533], [-0.669556, 2.302894, 0.406977], [-0.487599, 1.376226, -0.405902], [-2.021335, 1.023114, 2.074438], [-1.962681, -0.259332, 1.295153], [-2.689815, 1.038205, 3.281173], [-3.552556, 3.142661, 5.826554], [-2.982482, 1.489617, 6.073777], [-4.506277, 1.770951, 5.244159], [-2.203513, 4.246584, 4.227476], [-0.959463, 5.435827, 2.779854], [-1.203059, 5.078107, 1.076177], [0.272281, 4.541720, 1.886854], [-0.246239, 3.273510, 0.148565], [-2.389196, -0.141102, 0.297796], [-2.512091, -1.037491, 1.822530], [-0.926683, -0.581273, 1.169926], [-3.163615, 0.129187, 3.633489], [2.289873, 0.142168, -4.161785], [3.045841, -5.834687, 3.428290], [3.004595, -5.001238, 2.180843], [3.225302, -5.572184, 0.933095], [3.209488, -4.796290, -0.217593], [2.980909, -3.435309, -0.100675], [2.746624, -2.831587, 1.133468], [2.757774, -3.627208, 2.261831], [3.004027, -2.464924, -1.570915], [4.354039, -1.358099, -1.223721], [1.746658, -1.572569, -1.438482], [3.012592, -6.898042, 3.200041], [2.210581, -5.594030, 4.085707], [3.965101, -5.638029, 3.983084], [3.407498, -6.636216, 0.856195], [3.377077, -5.246527, -1.188031], [2.551588, -1.768098, 1.207267], [2.580839, -3.174548, 3.229942], [4.187184, -0.823147, -0.289191], [4.428202, -0.668823, -2.063056], [5.248610, -1.979868, -1.164660]],
  "atomic_forces_ev_per_a": [[0.39, -0.13, 0.20], [0.10, -0.05, -0.03], [-0.46, 0.10, 0.02], [0.09, -0.05, 0.02], [0.28, -0.03, -0.25], [-0.03, 0.06, -0.05], [-0.02, 0.00, -0.09], [0.03, 0.01, -0.02], [-0.05, -0.04, -0.02], [0.09, 0.02, 0.04], [-0.03, 0.01, -0.02], [0.01, -0.01, 0.00], [-0.03, -0.03, -0.03], [0.02, 0.16, -0.04], [0.03, 0.08, -0.03], [-0.02, -0.04, 0.03], [0.04, 0.05, -0.01], [-0.01, 0.00, -0.01], [0.02, -0.04, 0.01], [-0.22, -0.04, -0.16], [-0.03, 0.00, 0.01], [0.01, -0.03, 0.06], [-0.01, 0.00, 0.00], [0.00, 0.00, 0.00], [0.00, 0.01, 0.00], [0.00, 0.00, 0.00], [0.01, 0.00, 0.00], [0.00, 0.01, 0.00], [-0.01, 0.01, 0.02], [0.03, 0.03, -0.03], [-0.02, -0.04, -0.01], [0.00, -0.04, 0.03], [0.02, 0.01, -0.03], [0.01, 0.03, 0.04], [0.02, 0.18, -0.21], [-0.17, -0.14, 0.31], [-0.01, -0.01, 0.01], [0.02, 0.00, 0.01], [-0.01, 0.00, -0.02], [0.00, 0.00, 0.00], [0.00, 0.00, 0.00], [0.00, 0.00, 0.01], [-0.01, 0.00, 0.01], [0.01, 0.01, 0.00], [0.00, 0.00, 0.01], [0.02, 0.00, 0.00], [0.03, -0.01, 0.03], [0.00, 0.00, 0.01], [0.00, -0.01, -0.01], [-0.01, -0.02, 0.00], [0.00, 0.00, -0.01], [0.00, 0.03, 0.00], [-0.01, 0.01, 0.02], [0.01, -0.02, 0.00], [0.00, 0.00, -0.02], [0.00, -0.01, 0.01], [-0.03, 0.17, 0.02], [0.02, -0.13, 0.06], [-0.01, 0.06, 0.00], [0.02, 0.08, -0.06], [0.15, -0.06, 0.03], [-0.22, -0.18, 0.17], [0.00, 0.00, 0.00], [0.00, -0.01, 0.01], [0.00, 0.00, 0.00], [0.00, -0.01, 0.00], [-0.01, 0.01, -0.01], [0.00, 0.02, -0.04], [0.00, -0.01, 0.00], [-0.03, -0.02, 0.00], [0.00, 0.01, -0.01], [0.00, 0.04, 0.00]],
  "lowdin_charge": [1.48, -0.25, 0.37, -0.27, -0.47, -0.55, 0.21, -0.44, 0.19, -0.42, 0.19, 0.19, -0.29, -0.02, -0.18, 0.02, -0.01, -0.02, -0.11, 0.00, 0.13, 0.06, 0.12, 0.12, 0.12, 0.12, 0.12, 0.11, -0.03, -0.23, 0.01, -0.17, -0.03, -0.09, -0.12, -0.18, -0.16, -0.03, 0.00, 0.08, 0.09, 0.09, 0.12, 0.08, 0.09, 0.08, 0.12, 0.08, 0.09, 0.08, 0.12, 0.28, -0.04, -0.25, -0.02, -0.07, -0.41, -0.05, -0.01, 1.03, -0.22, -0.77, 0.08, 0.09, 0.09, 0.12, 0.11, 0.10, 0.13, 0.05, 0.02, 0.08],
  "gap_ev": 7.81,
  "homo_ev": -11.2,
  "total_energy_ha": -2930.01142,
  "charge": 1
}